Record 1
Below is a molecular structure, C35H48CsN6O10P2S2 in a non-equilibrium geometry, with properties calculated with the ωB97M-V functional and the def2-TZVPD basis.

Geometry as XYZ:
```
104
Properties=species:S:1:pos:R:3:mulliken_charge:R:1
Cs -1.88514 0.45687 -0.48364 1.5978
O -5.14412 1.59768 -5.78645 -0.7150
C -4.47295 0.46961 -6.05323 0.4695
C -4.52234 -0.02488 -7.36101 -0.7401
C -3.84541 -1.17814 -7.70668 -0.2480
C -3.09996 -1.86931 -6.75626 -0.8164
C -3.05351 -1.38551 -5.46096 -0.1923
C -3.72728 -0.22758 -5.08047 0.0348
C -3.62480 0.19585 -3.64076 0.3471
O -2.97893 -0.49559 -2.83854 -0.5694
N -4.29110 1.34030 -3.36870 -0.8092
N -4.15453 1.75130 -2.08662 0.0013
C -4.81287 2.78986 -1.74692 -0.5755
C -4.72597 3.34765 -0.38927 0.6605
C -5.45536 4.49711 -0.07918 -0.8021
C -5.36773 5.03282 1.19337 -0.2230
C -4.55645 4.41179 2.12912 -0.8930
C -3.86963 3.26975 1.73742 -0.2956
N -3.94690 2.74647 0.52056 0.0662
H -4.95549 1.79201 -4.80824 0.6021
H -5.10395 0.52638 -8.08970 0.3934
H -3.89688 -1.54123 -8.72710 0.3472
H -2.56475 -2.77168 -7.02520 0.4049
H -2.48556 -1.89583 -4.69277 0.4366
H -5.46783 3.29750 -2.45896 0.2087
H -6.07551 4.95630 -0.83882 0.3502
H -5.92363 5.92643 1.45031 0.4121
H -4.44499 4.79579 3.13406 0.3984
H -3.21803 2.75836 2.44007 0.6384
C 2.98923 2.57245 -1.51844 -1.6901
C 3.04545 1.48527 -0.46914 2.5862
C 4.31822 1.49391 0.34899 -1.7485
O 2.99103 0.18994 -1.14403 -0.0189
P 1.57661 -0.53217 -1.28462 0.8349
O 0.46549 0.27771 -1.79470 -1.0865
C 1.24800 -1.13660 0.39374 1.5901
P -0.06751 -2.34804 0.61986 0.4758
O -1.39632 -1.78820 0.90604 -1.1554
O 0.04288 -3.21427 -0.69731 -0.0467
C -1.07163 -4.04824 -1.12465 0.5764
C -0.61524 -5.48916 -1.04036 -1.6430
C -1.45360 -3.60696 -2.52103 -1.0594
O 0.45340 -3.36690 1.72624 -0.3401
C 0.23733 -3.08208 3.14248 0.9368
C -0.28375 -4.35792 3.76730 -1.7541
C 1.54552 -2.61506 3.74643 -1.2874
O 1.91870 -1.72686 -2.25072 -0.3032
C 3.05697 -2.60968 -2.32989 0.6224
C 3.58789 -3.04620 -0.97681 -1.1672
C 4.12672 -1.97439 -3.19953 -1.3858
H 3.03518 3.55113 -1.03853 0.3907
H 2.04886 2.50182 -2.06455 0.3022
H 3.82552 2.47039 -2.21462 0.3417
H 2.17273 1.59151 0.17810 -1.1104
H 5.18830 1.36675 -0.29958 0.3877
H 4.31078 0.69253 1.09002 0.3563
H 4.41112 2.44674 0.87339 0.4657
H 0.98029 -0.24916 0.98916 -1.5920
H 2.16419 -1.55271 0.81171 0.5670
H -1.90593 -3.87495 -0.44091 0.5631
H 0.23553 -5.64897 -1.70628 0.2631
H -1.42510 -6.15399 -1.34459 0.4362
H -0.31552 -5.73886 -0.02198 0.3049
H -0.59777 -3.72187 -3.19026 0.2284
H -1.77095 -2.56427 -2.53499 0.0122
H -2.27539 -4.22106 -2.89555 0.5265
H -0.50356 -2.28713 3.22439 0.3239
H 0.44694 -5.16244 3.65504 0.3341
H -1.21687 -4.66182 3.29262 0.3894
H -0.46978 -4.19948 4.83052 0.4096
H 2.31361 -3.38496 3.63580 0.3670
H 1.40185 -2.39504 4.80495 0.4248
H 1.87827 -1.69150 3.27303 0.0444
H 2.64991 -3.48432 -2.84124 0.4395
H 4.02462 -2.20147 -0.44089 0.1559
H 4.37229 -3.78889 -1.13206 0.5626
H 2.80160 -3.50162 -0.37478 0.1282
H 4.55047 -1.10280 -2.70124 0.1579
H 3.69989 -1.65989 -4.15153 0.3334
H 4.92179 -2.69750 -3.39204 0.4607
N 5.35920 1.84647 6.25050 -0.6105
C 4.10239 1.67927 5.65102 1.0649
C 3.91912 1.95361 4.29922 -0.7975
C 2.66546 1.82763 3.71881 0.0910
C 1.58140 1.42913 4.48100 -0.0497
C 1.75421 1.16310 5.83374 -0.8764
C 3.00195 1.28684 6.41554 -0.8201
S -0.03439 1.19551 3.76109 0.7713
O -0.92351 2.09154 4.47371 -0.7029
O -0.29536 -0.21936 3.90341 -0.5138
N 0.14054 1.52975 2.23190 0.1378
C 0.04821 2.79864 1.75434 -0.3493
S -0.49051 4.22951 2.64313 -0.1142
C -0.25377 5.17694 1.21780 -0.3328
C 0.18362 4.39001 0.21293 -0.9453
N 0.36833 3.06381 0.51026 -0.0092
H 6.13233 1.76175 5.61003 0.2276
H 5.50040 1.27714 7.06969 0.2229
H 4.76534 2.26762 3.69686 0.2675
H 2.52519 2.03242 2.66549 0.3091
H 0.90107 0.85392 6.42560 0.4683
H 3.13252 1.08101 7.47243 0.2848
H -0.47105 6.23251 1.19745 0.4574
H 0.39063 4.72838 -0.79429 0.4185
```

Values from the calculation:
Kohn-Sham gap   0.25506 hartree
E_tot   -107295.32820 eV
HOMO level   -4.9538 eV
Largest force on an atom   1.59 eV/Å
Total charge   -1
ΔE to the lowest compared entry with this formula, charge and spin   33.0 kJ/mol

Record 2
Below is a gas-phase ion, C2HN2O5S (charge -1) in a non-equilibrium geometry, with properties calculated with the ωB97M-V functional and the def2-TZVPD basis.

Geometry as XYZ:
```
11
Properties=species:S:1:pos:R:3:mulliken_charge:R:1
N -0.59867 1.38643 -2.29449 -0.6096
C -0.88786 0.74799 -1.37556 0.6844
O -1.65793 0.23344 -0.54208 -0.3693
S -0.76553 -0.97950 0.39799 1.1301
O -1.35658 -0.77025 1.68778 -0.5872
O -1.07763 -2.19656 -0.32059 -0.6178
C 0.81670 -0.41031 0.07869 -0.5916
N 1.18074 0.72208 0.64453 0.9942
O 2.38298 0.96121 0.76772 -0.7136
O 0.30413 1.55985 0.93318 -0.6253
H 1.65965 -1.25437 0.02283 0.3057
```

Values from the calculation:
Kohn-Sham gap   0.33373 hartree
E_tot   -26139.78232 eV
HOMO level   -5.6238 eV
Largest force on an atom   5.73 eV/Å
Total charge   -1
ΔE to the lowest compared entry with this formula, charge and spin   143.9 kJ/mol